DFT (wB97M-V/def2-TZVPD) results for a cluster of 10 separate species, C58H146N10O19 in total.

Geometry as XYZ:
```
233
Properties=species:S:1:pos:R:3:forces:R:3:mulliken_charge:R:1
C -22.064 25.807 26.152 -0.36 0.13 -0.74 -0.13
O -22.319 25.124 24.903 0.49 0.42 0.96 -0.40
C -22.091 25.936 23.757 0.19 -0.94 -0.17 -0.56
C -20.618 26.207 23.526 0.81 1.11 0.93 -0.02
N -20.316 26.689 22.196 -0.08 -0.21 -0.56 -0.51
C -18.936 27.160 22.070 -0.36 0.37 1.38 1.55
C -18.589 27.381 20.638 0.66 -1.01 -0.83 -1.47
O -17.198 27.234 20.326 0.07 -0.28 0.25 -0.33
C -16.311 27.990 21.149 -0.61 0.38 -0.16 -0.30
H -22.902 26.480 26.332 0.02 0.21 0.20 0.35
H -21.139 26.384 26.139 0.06 0.09 -0.18 -0.14
H -21.977 25.128 27.000 -0.20 -0.42 -0.40 0.16
H -22.686 26.849 23.734 -0.02 0.17 0.25 0.30
H -22.431 25.306 22.934 -0.16 0.06 -0.14 0.31
H -19.999 25.350 23.793 -0.14 -0.63 -0.02 0.30
H -20.228 26.978 24.191 -0.34 0.26 0.34 -0.11
H -20.352 25.845 21.642 -0.22 0.00 -0.68 0.34
H -18.277 26.505 22.639 0.59 -0.44 -0.41 -0.07
H -18.796 28.118 22.572 -0.43 0.19 0.37 -0.62
H -19.015 28.322 20.290 0.26 0.32 -0.07 0.28
H -19.070 26.599 20.051 -0.02 -0.04 -0.21 0.53
H -15.929 27.543 22.067 -0.66 -0.66 0.17 -0.04
H -16.890 28.867 21.438 0.70 0.66 0.06 0.42
H -15.403 28.198 20.583 -0.23 0.43 -0.36 0.14
C -10.046 30.121 26.279 0.30 0.38 0.68 -0.90
O -10.916 30.500 25.244 0.36 -1.67 0.08 0.04
C -10.847 31.842 24.886 -0.29 -0.01 -1.21 -0.56
C -11.777 31.989 23.696 -0.62 0.25 -1.35 0.22
N -11.360 31.375 22.396 1.41 0.31 0.61 -0.49
C -12.378 31.352 21.349 -0.54 -0.11 1.25 0.30
C -11.968 30.607 20.097 -0.75 1.45 0.78 -1.16
O -11.801 29.252 20.430 -0.09 0.06 -0.99 0.13
C -11.932 28.488 19.243 0.77 -0.87 0.73 -0.41
H -9.014 30.412 26.086 0.22 0.01 -0.32 0.43
H -10.068 29.053 26.495 -0.32 -0.05 -0.45 0.22
H -10.314 30.618 27.211 -0.16 0.20 0.20 0.15
H -9.869 32.146 24.513 0.54 -0.09 0.38 0.45
H -11.147 32.428 25.755 -0.10 0.54 -0.17 0.12
H -11.858 33.051 23.465 -0.38 0.12 0.24 0.50
H -12.747 31.556 23.939 -0.40 0.30 0.40 -0.48
H -11.156 30.400 22.564 0.22 -0.18 0.17 0.25
H -12.836 32.318 21.135 0.68 0.39 -0.16 0.58
H -13.216 30.825 21.805 -0.61 -0.46 -0.39 -0.38
H -11.122 31.066 19.584 0.63 -0.24 0.25 0.32
H -12.790 30.805 19.408 -0.39 -0.62 -0.25 0.49
H -11.598 27.484 19.507 -0.21 -0.18 -0.06 -0.37
H -11.231 28.834 18.484 -0.21 0.24 -0.31 0.39
H -12.959 28.423 18.885 -0.04 0.27 -0.12 0.36
C -11.226 33.830 28.685 1.30 1.59 0.99 -1.01
O -12.082 33.026 28.011 -1.41 -0.97 -1.86 -0.10
C -13.277 32.660 28.682 -0.11 -0.47 0.22 -1.32
C -14.293 31.945 27.742 1.48 0.96 1.02 0.12
N -13.716 30.809 27.041 0.23 -0.38 0.21 1.29
C -13.179 29.787 27.937 0.47 -1.01 0.38 -1.10
C -13.038 28.417 27.231 -0.23 0.49 -0.67 1.18
O -12.395 27.380 27.999 -1.02 3.42 0.41 -0.59
C -12.299 26.196 27.347 -0.02 -1.66 -0.23 -0.24
H -10.665 34.506 28.040 -0.19 -0.12 -0.67 0.26
H -10.432 33.299 29.210 -0.17 -0.37 0.50 0.35
H -11.744 34.520 29.352 -0.09 -0.13 0.43 0.39
H -13.766 33.518 29.142 0.00 0.37 -0.12 0.64
H -12.980 32.016 29.509 -0.18 -0.33 0.21 0.41
H -14.659 32.696 27.042 -0.10 -0.24 -0.21 0.46
H -15.117 31.653 28.394 -0.15 -0.20 -0.21 -0.31
H -12.917 31.158 26.531 -0.02 0.06 -0.47 -0.93
H -13.859 29.651 28.779 -0.12 0.04 0.10 0.66
H -12.214 30.070 28.356 0.18 0.09 0.16 0.36
H -12.565 28.514 26.254 0.73 0.27 0.03 -0.52
H -14.049 28.208 26.883 -0.48 -0.89 0.49 -0.63
H -11.667 26.198 26.459 0.41 0.20 -0.08 0.15
H -13.260 25.826 26.990 -0.38 -0.11 0.06 -0.23
H -11.912 25.537 28.125 0.12 -0.51 -0.42 0.48
C -15.147 23.384 27.779 0.55 -0.43 1.07 -1.01
O -15.543 22.934 26.502 -0.03 -0.90 0.65 -0.17
C -14.829 21.688 26.186 -1.14 0.61 -0.53 -0.82
C -15.592 20.937 25.063 0.77 1.60 1.80 -0.60
N -15.544 21.740 23.909 0.78 -0.76 -2.74 -0.03
C -16.166 21.015 22.781 0.21 1.86 0.53 -0.92
C -16.192 21.928 21.588 0.42 0.17 -0.92 -0.12
O -16.846 23.154 21.843 -0.56 -0.12 0.86 -0.33
C -16.972 24.062 20.767 0.25 -0.27 -0.04 0.11
H -14.100 23.685 27.817 0.33 -0.08 -0.25 0.38
H -15.275 22.600 28.525 0.14 -0.45 -0.01 0.50
H -15.670 24.199 28.280 -0.71 0.39 -1.12 0.19
H -14.675 20.980 27.000 -0.40 0.44 0.67 0.56
H -13.845 22.044 25.881 0.19 -0.47 -0.47 0.29
H -16.652 20.782 25.266 -0.09 -0.54 1.02 0.39
H -15.062 19.990 24.973 -0.13 -0.13 -0.50 0.39
H -15.919 22.674 23.987 -0.28 -0.19 0.38 -0.09
H -17.184 20.723 23.037 -0.23 -0.39 0.01 0.40
H -15.550 20.157 22.509 -0.14 -0.17 0.15 0.40
H -16.640 21.384 20.756 -0.31 0.10 -0.29 0.51
H -15.161 22.138 21.300 0.23 0.01 -0.10 -0.08
H -17.405 23.573 19.894 -0.08 -0.09 -0.17 0.67
H -16.005 24.475 20.482 0.15 0.01 -0.07 -0.23
H -17.610 24.896 21.062 0.06 -0.26 0.19 -0.38
C -22.363 24.919 30.724 -0.53 0.12 0.02 -0.68
O -22.060 26.297 30.938 0.11 -0.77 -0.72 -0.37
C -20.818 26.644 30.302 -0.51 -0.66 0.24 -0.54
C -20.615 28.108 30.422 0.01 0.05 0.36 0.13
N -21.351 28.781 29.328 1.66 -0.86 0.74 -0.18
C -21.212 30.224 29.360 -0.32 -0.59 -0.09 -1.11
C -19.825 30.681 28.954 -0.37 0.59 0.03 -0.07
O -18.925 30.701 30.034 -0.52 -0.38 0.91 -0.39
C -17.732 31.276 29.622 0.54 -0.35 -0.41 -0.32
H -22.537 24.695 29.672 0.37 0.07 -0.30 0.17
H -23.304 24.632 31.194 -0.01 0.52 0.35 0.30
H -21.611 24.244 31.132 0.36 0.11 -0.05 0.31
H -20.805 26.468 29.227 -0.37 -0.63 -0.27 0.07
H -20.036 26.030 30.749 0.28 0.12 0.17 0.54
H -19.539 28.274 30.470 0.02 0.51 -0.71 -0.24
H -20.942 28.370 31.428 -0.34 0.47 0.19 0.25
H -22.262 28.344 29.318 -0.39 0.79 -0.03 0.30
H -21.404 30.620 30.357 -0.13 0.28 0.22 0.35
H -21.940 30.652 28.671 0.04 0.06 -0.02 0.51
H -19.923 31.719 28.635 -0.04 0.24 -0.44 0.55
H -19.387 30.099 28.143 -0.19 -0.21 -0.28 -0.03
H -17.001 31.185 30.426 -0.04 0.16 -0.01 0.22
H -17.853 32.307 29.291 -0.04 0.34 0.21 0.45
H -17.401 30.733 28.737 0.55 -0.03 -0.22 -0.17
C -12.178 27.799 23.473 -0.25 0.08 -0.09 -0.53
O -13.094 27.024 24.210 -0.86 -0.23 0.21 -0.13
C -13.809 26.099 23.366 0.91 -0.49 -0.05 -0.77
C -14.991 25.492 24.065 0.06 1.33 1.33 0.96
N -15.865 26.583 24.544 -1.03 -0.48 0.35 2.32
C -16.944 26.140 25.430 -1.26 0.79 -0.91 -0.81
C -17.885 27.355 25.878 1.47 -1.18 1.40 1.07
O -17.245 28.173 26.905 -0.25 -0.56 0.31 0.10
C -17.187 27.618 28.259 -0.52 0.04 -1.83 -0.43
H -11.486 27.099 23.006 0.09 0.21 -0.84 0.35
H -11.563 28.497 24.040 -0.27 -0.34 0.90 -0.24
H -12.755 28.466 22.832 0.26 -0.29 -0.84 0.43
H -13.133 25.274 23.141 0.35 -0.24 -0.11 0.55
H -14.089 26.481 22.384 -0.03 0.77 0.08 0.19
H -14.607 24.892 24.890 0.00 -0.23 0.34 0.00
H -15.522 24.799 23.414 -0.19 0.24 -0.26 -1.14
H -15.407 27.270 25.126 1.03 0.03 -0.41 -1.12
H -16.602 25.533 26.268 0.23 0.38 0.65 -0.27
H -17.547 25.396 24.910 -0.38 0.15 -0.40 0.55
H -18.799 26.914 26.275 -0.15 -0.05 0.28 -0.13
H -18.205 28.074 25.123 0.52 -0.32 -0.38 -1.10
H -18.178 27.225 28.488 -0.04 -0.19 0.23 0.03
H -16.964 28.419 28.964 0.20 0.00 -0.26 0.10
H -16.441 26.824 28.257 0.05 -0.01 0.40 0.09
C -13.022 23.622 20.415 -1.72 -0.28 -1.78 0.08
O -13.850 23.770 19.166 1.74 0.77 1.74 -0.46
C -13.857 25.147 18.744 -1.26 -1.21 -0.62 0.12
C -15.023 25.278 17.712 1.28 -0.79 0.65 -0.81
N -14.657 24.545 16.475 -0.01 1.71 0.65 -0.34
C -15.744 24.682 15.518 1.04 -0.48 -1.06 -0.66
C -15.212 24.234 14.137 -0.26 -0.71 0.61 -0.68
O -15.033 22.800 14.154 -0.18 1.02 0.59 -0.28
C -14.533 22.276 12.968 -0.25 0.18 -1.17 -0.79
H -12.739 22.570 20.404 0.16 0.20 0.30 0.36
H -13.682 23.853 21.251 0.07 -0.10 0.18 -0.31
H -12.163 24.292 20.462 0.11 -0.03 -0.39 -0.02
H -12.910 25.381 18.258 0.14 0.04 -0.29 0.47
H -13.934 25.813 19.603 -0.48 0.13 0.17 -0.05
H -15.211 26.348 17.630 0.08 0.05 -0.87 0.41
H -15.964 24.832 18.035 -0.04 0.14 0.92 0.24
H -14.497 23.580 16.729 -0.08 -0.15 -0.07 0.27
H -16.001 25.739 15.449 -0.02 0.06 -0.04 0.40
H -16.634 24.140 15.837 -0.28 -0.19 -0.24 0.36
H -14.254 24.729 13.975 0.23 -0.01 0.07 0.32
H -15.857 24.540 13.314 -0.38 -0.18 -0.08 0.47
H -14.544 21.187 13.013 0.21 0.14 0.17 0.25
H -13.573 22.672 12.634 0.68 -0.12 0.71 0.32
H -15.129 22.576 12.106 -0.75 -0.11 -0.10 0.31
C -4.072 29.302 21.991 0.60 -0.19 0.81 -0.55
O -3.227 28.648 21.072 -1.88 -1.32 -2.25 -0.33
C -4.013 27.816 20.139 1.83 0.85 1.04 -0.37
C -3.963 26.346 20.587 0.18 -1.48 2.02 -0.65
N -4.801 26.065 21.772 -1.91 2.02 -2.44 0.00
C -6.258 26.163 21.585 -0.65 -0.69 0.33 -0.69
C -6.920 25.336 20.464 0.40 -0.49 -0.27 -0.63
O -8.286 25.091 20.693 0.75 -1.08 0.00 -0.40
C -9.044 26.242 20.567 -0.79 1.90 0.55 -0.20
H -4.781 30.004 21.553 0.12 0.03 -0.12 0.30
H -3.405 29.766 22.718 -0.18 0.36 -0.20 0.29
H -4.610 28.546 22.564 -0.51 -0.04 0.21 0.13
H -3.440 27.692 19.220 0.02 0.67 -0.14 0.34
H -5.027 28.156 19.931 0.09 0.27 0.19 0.36
H -2.956 26.158 20.960 0.20 0.03 -0.51 0.44
H -4.202 25.678 19.759 -0.21 0.03 0.14 0.43
H -4.567 26.649 22.562 0.69 -0.47 0.75 0.38
H -6.538 27.214 21.513 0.35 0.52 -0.19 0.46
H -6.775 25.877 22.501 0.26 -0.26 0.32 0.56
H -6.358 24.402 20.470 -0.47 -0.43 -0.07 0.39
H -6.830 25.730 19.452 0.35 0.51 0.01 0.39
H -8.823 26.858 19.695 0.50 -0.07 -0.25 0.41
H -8.906 26.842 21.466 0.10 0.50 0.09 0.28
H -10.130 26.151 20.522 0.12 -1.16 0.03 -0.38
C -16.306 28.705 32.029 -0.99 -0.16 -1.39 -0.43
O -16.662 27.980 33.172 -0.42 0.84 0.01 -0.26
C -15.531 27.810 33.975 0.27 -0.77 0.55 -0.72
C -15.875 27.158 35.305 0.10 1.10 -0.51 -0.42
N -16.570 28.094 36.207 1.00 -1.64 0.02 -0.32
C -16.957 27.410 37.445 -2.03 1.73 0.46 -0.83
C -18.259 26.572 37.352 1.58 -0.38 -0.17 -0.27
O -18.562 26.121 38.656 1.15 0.79 -0.63 -0.31
C -19.590 25.193 38.782 -0.43 0.96 0.29 -0.72
H -15.902 29.710 32.152 0.22 0.04 0.72 0.32
H -17.201 28.839 31.421 -0.28 0.01 0.16 -0.10
H -15.636 28.147 31.375 0.50 -0.23 0.12 0.31
H -15.033 28.766 34.134 0.18 0.12 0.07 0.38
H -14.887 27.120 33.429 0.62 0.01 0.02 0.37
H -14.923 26.896 35.767 0.06 -0.03 0.15 0.35
H -16.376 26.219 35.069 -0.43 -0.15 0.17 0.26
H -17.337 28.565 35.750 -0.20 -0.20 0.02 0.27
H -17.277 28.206 38.119 0.36 0.18 0.38 0.34
H -16.145 26.899 37.963 0.06 -0.21 -0.51 0.33
H -18.009 25.775 36.652 -0.45 -0.74 0.07 0.29
H -19.044 27.160 36.877 -0.30 0.21 0.24 0.30
H -20.529 25.699 38.558 -0.41 -0.26 -0.41 0.30
H -19.630 25.030 39.859 0.01 -0.88 -0.18 0.24
H -19.426 24.338 38.126 -0.16 -0.35 0.33 0.29
C -15.398 30.065 24.067 -0.40 -0.32 -1.01 0.88
C -16.439 31.069 24.613 1.17 -1.13 -0.78 0.07
C -17.838 30.996 23.933 0.44 1.16 0.45 -0.81
O -17.804 31.420 22.583 -0.48 0.07 -1.29 -0.44
C -19.061 31.329 21.824 1.40 -0.44 0.61 -0.50
N -16.559 30.831 26.046 -0.56 0.09 0.13 -0.34
H -15.828 29.065 24.019 -0.02 -0.15 0.03 -0.90
H -14.470 30.000 24.636 -0.21 0.23 0.48 -0.55
H -15.062 30.302 23.057 -0.25 0.14 -0.34 0.58
H -15.953 32.027 24.429 -0.62 0.53 0.13 0.57
H -18.421 31.719 24.503 -0.45 -0.04 0.19 0.54
H -18.305 30.018 24.052 0.11 -0.35 -0.06 -0.02
H -18.968 31.734 20.817 0.66 0.55 0.27 0.25
H -19.878 31.856 22.317 -0.07 -0.32 0.21 0.33
H -19.233 30.276 21.601 -0.60 -0.20 0.58 0.05
H -16.874 29.881 26.179 -0.97 -0.23 -0.08 -0.08
H -15.623 30.635 26.373 0.58 0.66 0.04 0.34
```
Forces are in eV/Å.

Summary:
Total charge: +1
Lowest unoccupied orbital energy (spin up / spin down) (eV): -2.80 / -7.99
E_HOMO (spin up / spin down) (hartree): -0.3511 / -0.3511
Expectation value of S²: 0.755
Energy (a.u.): -4273.67795
Multiplicity: 2
HOMO-LUMO gap (spin up / spin down) (eV): 6.76 / 1.57